[1]
Entry from the Open Molecules 2025 dataset: 9 unconnected molecules or ions with the total composition C39H97F2N6O19S2 (the ωB97M-V functional and the def2-TZVPD basis).

Element x y z (Å)
N: 0.21353 -0.62657 0.69832
S: -1.02944 0.33408 0.97948
O: -2.30014 -0.25088 0.68604
O: -0.85080 1.70974 0.65062
F: -1.06466 0.28296 2.56777
S: 0.20371 -0.54925 -0.99245
O: 0.54647 0.69306 -1.58632
O: -0.85433 -1.31276 -1.54366
F: 1.48224 -1.43443 -1.24850
C: 8.67205 -8.22325 0.60052
O: 7.41642 -8.11082 -0.01479
C: 7.55412 -8.12778 -1.42506
C: 6.20283 -8.10235 -2.08265
N: 5.55662 -6.81864 -1.92676
C: 4.18194 -6.77385 -2.33935
C: 3.72860 -5.35840 -2.61191
O: 2.32911 -5.35270 -2.75605
C: 1.84629 -4.09616 -3.12659
H: 9.07034 -9.23098 0.43881
H: 8.55865 -8.07664 1.67622
H: 9.36587 -7.43999 0.27604
H: 8.08643 -9.04319 -1.71977
H: 8.14445 -7.26347 -1.75668
H: 5.56557 -8.89254 -1.64642
H: 6.33780 -8.36146 -3.13775
H: 5.74290 -6.39035 -1.03220
H: 3.48560 -7.31984 -1.68771
H: 4.11360 -7.28299 -3.31001
H: 4.26613 -4.92014 -3.46501
H: 3.97492 -4.66762 -1.78380
H: 2.26855 -3.76953 -4.08704
H: 2.08776 -3.31213 -2.39898
H: 0.75825 -4.08048 -3.16784
C: 2.60349 0.49763 -4.31528
O: 2.52439 1.64682 -5.11308
C: 3.30640 2.70449 -4.67863
C: 3.11669 3.90943 -5.56522
N: 3.13692 5.13473 -4.76405
C: 2.75366 6.31376 -5.53858
C: 3.74672 6.78662 -6.56027
O: 3.84096 5.90355 -7.66415
C: 4.96172 6.10234 -8.46583
H: 2.69435 0.70766 -3.24856
H: 3.35303 -0.22003 -4.67403
H: 1.65921 -0.02517 -4.49521
H: 4.38400 2.45099 -4.61481
H: 3.11563 2.93321 -3.61312
H: 2.09759 3.75188 -5.95931
H: 3.86710 3.96574 -6.34137
H: 2.48352 5.05850 -3.99557
H: 2.61553 7.15177 -4.85186
H: 1.79677 6.13091 -6.05910
H: 4.72686 6.97557 -6.09831
H: 3.44200 7.73782 -7.02301
H: 5.17077 5.19009 -9.02985
H: 5.87882 6.18984 -7.85892
H: 4.85657 6.96073 -9.13724
C: -1.02667 4.21233 3.18174
O: -1.70888 5.43676 2.92860
C: -0.99865 6.51280 3.43343
C: -1.87479 7.78758 3.35787
N: -1.90170 8.47850 4.64861
C: -2.69327 7.78658 5.67975
C: -2.72483 8.61728 6.94874
O: -3.57311 9.70464 6.70897
C: -3.36340 10.76600 7.63191
H: -1.35427 3.77130 4.12455
H: 0.06440 4.28186 3.13732
H: -1.21616 3.49340 2.38403
H: -0.09377 6.78307 2.86543
H: -0.61849 6.39210 4.45559
H: -2.89494 7.54114 3.03786
H: -1.40363 8.49082 2.67316
H: -2.30570 9.40171 4.54339
H: -2.21927 6.80984 5.80407
H: -3.70593 7.59004 5.29235
H: -1.68629 8.87604 7.18453
H: -3.09176 7.96007 7.74937
H: -3.29362 10.39759 8.66430
H: -4.23691 11.40801 7.58231
H: -2.40778 11.24602 7.40674
C: -4.97838 -9.44562 3.51016
O: -4.55127 -8.13635 3.22072
C: -3.17815 -7.93830 3.45888
C: -2.66088 -6.90667 2.45177
N: -3.08036 -5.52838 2.69569
C: -2.56555 -4.97972 3.97555
C: -2.38286 -3.49017 3.86602
O: -3.61624 -2.85275 4.02452
C: -3.54639 -1.48169 3.69971
H: -4.70575 -9.73670 4.53149
H: -4.48629 -10.13961 2.81617
H: -6.05563 -9.51763 3.38816
H: -2.57946 -8.85311 3.32724
H: -2.97210 -7.62429 4.49123
H: -3.01393 -7.23637 1.47421
H: -1.56713 -6.93896 2.47566
H: -4.08838 -5.58757 2.80569
H: -1.66749 -5.52410 4.27306
H: -3.31054 -5.19222 4.75402
H: -1.91124 -3.25225 2.90198
H: -1.68731 -3.12013 4.64267
H: -3.21716 -1.40381 2.65390
H: -2.84158 -0.88341 4.28314
H: -4.56369 -1.09751 3.71154
C: -6.28472 0.55518 -3.44965
C: -4.81789 0.33321 -3.05410
C: -4.59101 -1.14634 -2.70423
C: -4.41277 -1.99753 -3.95203
C: -3.07554 -1.62200 -4.57271
C: -3.16831 -0.17348 -5.07152
N: -3.89707 0.68457 -4.14988
O: -4.12574 1.95953 -4.68360
C: -1.73149 0.37517 -5.18110
C: -3.81416 -0.15242 -6.45401
C: -4.44167 1.14528 -1.81880
H: -6.51782 1.54400 -3.84917
H: -6.88260 0.41245 -2.54628
H: -6.62447 -0.16516 -4.19991
H: -3.67681 -1.18088 -2.10496
H: -5.43425 -1.53730 -2.13252
H: -5.20092 -1.74348 -4.66992
H: -4.52798 -3.06010 -3.73005
H: -2.83073 -2.26651 -5.41940
H: -2.31612 -1.78301 -3.80504
H: -1.79326 1.44664 -5.38238
H: -1.21718 0.23013 -4.22919
H: -1.11413 -0.07534 -5.96194
H: -3.31218 -0.82039 -7.16813
H: -4.80111 -0.63670 -6.41908
H: -3.90097 0.80083 -6.96942
H: -4.84062 0.65450 -0.92435
H: -4.78504 2.17843 -1.77360
H: -3.35852 1.07618 -1.72713
H: -5.00218 1.93581 -5.09388
C: 2.92343 3.19483 1.60553
C: 3.04112 2.13892 0.53377
O: 3.84338 1.02797 0.86617
O: 2.09555 2.79321 2.69882
H: 2.48461 4.08940 1.14522
H: 3.88343 3.51664 2.02334
H: 3.42543 2.55873 -0.39778
H: 2.00720 1.86009 0.27450
H: 3.63075 0.72388 1.75801
H: 1.83566 1.87978 2.52690
C: -0.55493 0.28453 6.61414
C: 0.10039 1.56601 6.13986
O: 0.14223 1.61135 4.73093
O: -1.98293 0.36747 6.46115
H: -0.36591 0.24272 7.68958
H: -0.21879 -0.57177 6.03293
H: 1.10175 1.64944 6.57819
H: -0.47877 2.41180 6.54042
H: 1.00657 1.93004 4.45709
H: -2.14911 1.12810 5.89408
C: 1.55451 -2.74067 2.88497
C: 2.57860 -1.61716 2.93365
O: 2.05056 -0.32565 2.68809
O: 1.08214 -3.07964 1.58102
H: 0.68768 -2.48266 3.51403
H: 1.94232 -3.67138 3.30440
H: 3.35758 -1.85316 2.19400
H: 3.05990 -1.62223 3.91417
H: 1.46068 -0.37800 1.91266
H: 0.71529 -2.27149 1.17911

Properties
Calculated total energy   -4298.1168 hartree
Highest occupied orbital energy   -5.70 eV
Lowest unoccupied orbital energy   2.2419 eV
Multiplicity   1
Kohn-Sham gap   7.94 eV
Total charge   -1
Energy above the lowest of the compared OMol25 structures with the same formula, charge and spin   0.0000 eV


[2]
Entry from the Open Molecules 2025 dataset: 12 unconnected molecules or ions with the total composition C39H98N12O20 (the ωB97M-V functional and the def2-TZVPD basis).

Element x y z (Å)
C: -3.17246 -5.82092 -6.49435
C: -1.86844 -4.95609 -6.45845
O: -0.80412 -5.27267 -6.92089
N: -2.10898 -3.73199 -5.90372
H: -2.98726 -3.62040 -5.44685
H: -1.38727 -3.95974 -4.51923
C: -1.33653 -2.51566 -6.01446
H: -3.68100 -5.53836 -7.42462
H: -3.91629 -5.55497 -5.74880
H: -2.98997 -6.87345 -6.39278
H: -2.05065 -1.72420 -6.28608
H: -0.58389 -2.76275 -6.76159
H: -0.81833 -2.23574 -5.11032
C: -0.61522 -1.20977 -1.28492
C: 0.34768 -0.05975 -1.21888
O: 1.35816 0.10657 -1.88774
N: 0.07279 0.73551 0.05035
H: -0.95486 0.61727 0.32227
H: 0.66905 0.19326 0.81883
C: 0.43351 2.19482 0.09045
H: -0.15170 -2.13209 -1.73039
H: -1.46358 -1.08726 -1.95470
H: -0.95888 -1.44533 -0.26483
H: 1.49809 2.18532 0.10101
H: 0.11296 2.59819 1.07434
H: -0.06556 2.74004 -0.71438
C: 1.08929 3.37374 9.14655
C: 0.36397 3.09319 7.82650
C: 1.33770 2.50831 6.77922
C: 2.21687 3.57370 6.26387
N: 3.20102 3.08176 5.19447
C: 4.12454 1.99355 5.72448
C: 5.23906 2.10109 4.77062
C: 5.54258 3.57422 4.82725
C: 4.16864 4.24057 4.84552
C: 2.36908 2.58939 4.06527
H: 0.42717 3.46242 9.99331
H: 1.56361 4.34621 9.04754
H: 1.78478 2.56901 9.27687
H: 0.00327 4.01357 7.39044
H: -0.50170 2.42030 7.93912
H: 0.80377 2.07100 5.95330
H: 1.98814 1.67684 7.19458
H: 2.84573 3.95044 7.09550
H: 1.68303 4.41469 5.86889
H: 3.57708 1.03464 5.75913
H: 4.37507 2.29919 6.75865
H: 4.78074 1.77083 3.80078
H: 6.09855 1.48794 4.97382
H: 6.11906 3.92298 3.97243
H: 6.06780 3.78213 5.76799
H: 3.78742 4.61331 3.85412
H: 4.12482 5.07603 5.57497
H: 2.17892 1.53334 4.13991
H: 2.94944 2.88194 3.19470
H: 1.46636 3.17179 4.01971
C: 2.67906 -5.52410 -4.93725
C: 2.08065 -6.85645 -4.45447
C: 1.65733 -6.73028 -2.98653
C: 2.76573 -6.57416 -1.92879
N: 2.51524 -5.40985 -1.00208
C: 1.19698 -5.58365 -0.34118
C: 1.30302 -4.51252 0.83651
C: 2.70621 -4.74749 1.34448
C: 3.48834 -5.32859 0.19538
C: 2.51699 -4.10122 -1.69142
H: 3.52738 -5.16552 -4.27417
H: 1.92233 -4.74493 -4.94548
H: 3.01298 -5.61558 -5.98520
H: 2.70413 -7.72566 -4.64098
H: 1.12012 -6.99180 -4.92177
H: 1.08003 -7.58504 -2.62245
H: 0.98831 -5.86785 -3.01254
H: 3.75292 -6.35462 -2.32139
H: 2.75377 -7.41521 -1.24391
H: 0.31881 -5.34202 -0.99310
H: 1.10733 -6.58985 0.05108
H: 1.04860 -3.53467 0.35518
H: 0.52933 -4.79403 1.58711
H: 3.12875 -3.87644 1.82962
H: 2.68922 -5.52624 2.08662
H: 4.34202 -4.73979 -0.14652
H: 3.80431 -6.40183 0.33215
H: 3.49867 -4.11357 -2.17045
H: 2.61130 -3.35850 -0.89641
H: 1.66111 -4.02052 -2.31778
C: -5.38441 0.23265 -0.57669
N: -5.98073 -1.06084 -0.76205
C: -6.97209 -0.98967 -1.79255
C: -4.91814 -2.00766 -1.20107
C: -6.66695 -1.47100 0.51466
C: -5.79110 -1.45251 1.76897
O: -5.56435 -0.17145 2.24547
H: -4.76653 0.47307 -1.45394
H: -4.72529 0.12640 0.25358
H: -6.10858 1.01488 -0.45075
H: -7.66178 -0.26571 -1.49602
H: -7.55924 -1.91440 -1.84142
H: -6.56172 -0.68311 -2.79108
H: -3.97059 -1.86015 -0.72248
H: -4.71749 -1.65272 -2.22489
H: -5.31788 -3.01613 -1.19765
H: -6.94229 -2.50565 0.31669
H: -7.53989 -0.85028 0.61405
H: -4.87452 -1.98185 1.47936
H: -6.30586 -2.21800 2.45461
H: -4.76914 -0.19928 2.81138
C: -3.00490 3.28517 1.85045
N: -4.17253 4.12661 1.55424
C: -5.35126 3.39418 1.89183
C: -4.15113 5.35777 2.32680
C: -4.02757 4.48864 0.12394
C: -5.22636 5.13695 -0.53814
O: -6.18748 4.08111 -0.83121
H: -3.13229 2.82531 2.81616
H: -2.02984 3.78047 1.81103
H: -3.02929 2.45240 1.15308
H: -5.14081 2.94520 2.87515
H: -5.53040 2.48732 1.27743
H: -6.28611 3.99749 1.94419
H: -5.00453 6.02454 2.12752
H: -3.28059 5.96010 2.06054
H: -3.98743 5.13141 3.35971
H: -3.69299 3.53380 -0.38056
H: -3.15355 5.16218 0.08928
H: -4.85614 5.49306 -1.50676
H: -5.65100 5.91719 0.01715
H: -6.73915 4.32592 -1.58741
C: 5.27515 1.53739 -3.73263
N: 4.90211 2.49723 -2.67475
C: 4.16176 1.78529 -1.64437
C: 6.10925 3.28482 -2.27424
C: 3.98374 3.47683 -3.25771
C: 2.53350 3.14135 -3.67486
O: 2.45597 1.92788 -4.45742
H: 5.68317 2.10698 -4.58715
H: 4.54980 0.81344 -4.06863
H: 6.11786 0.96961 -3.35235
H: 3.32283 1.30336 -2.10138
H: 3.99686 2.43364 -0.83947
H: 4.85845 1.00618 -1.29719
H: 6.86445 2.76409 -1.67934
H: 5.79764 4.13249 -1.68540
H: 6.53388 3.66037 -3.17825
H: 4.41314 3.92615 -4.15448
H: 3.82672 4.17486 -2.45681
H: 2.24879 3.95231 -4.31025
H: 1.87165 3.06470 -2.80898
H: 1.86045 1.22567 -4.18947
N: 2.67456 -0.78412 1.72486
O: 2.62838 -1.19273 0.54055
O: 3.53848 -1.26322 2.45814
O: 1.81736 0.06613 2.14233
N: -2.30849 -0.74905 2.23177
O: -3.16417 -1.16978 3.04164
O: -2.37675 0.43083 1.84089
O: -1.41024 -1.47532 1.81416
N: 3.45794 4.49395 0.78815
O: 2.62942 4.94202 1.54340
O: 3.31044 4.68154 -0.40964
O: 4.40733 3.77245 1.19130
N: -2.29321 1.83713 -2.45817
O: -1.24765 2.34731 -2.72958
O: -3.26031 1.74770 -3.23620
O: -2.47276 1.37771 -1.30487
N: -1.91209 -4.01880 -2.68438
O: -2.86592 -3.29679 -2.99950
O: -0.92404 -4.19804 -3.57605
O: -1.72550 -4.55292 -1.59925

Properties
Calculated total energy   -3705.4215 hartree
Highest occupied orbital energy   -11.63 eV
Lowest unoccupied orbital energy   -4.0072 eV
Multiplicity   1
Kohn-Sham gap   7.62 eV
Total charge   +2


Question: Among the records above, which one has the highest highest occupied orbital energy?
Answer: C39H97F2N6O19S2